An isolated ion of composition C15H26F3N10 and charge +1, computed with wB97M-V/def2-TZVPD.

```
54
C15H26F3N10, DFT wB97M-V/def2-TZVPD
F 1.3875 3.1768 -2.0279
F 2.9700 2.7728 -0.6531
F 1.8015 4.5443 -0.4650
N -3.3050 -0.7224 2.7727
N 0.5162 4.1618 3.4484
N -3.2756 -2.5560 1.3321
N -3.1394 -0.3136 0.4922
N 0.8260 2.6349 0.1096
N 0.8973 0.3308 -0.7714
N 0.3233 -0.8331 -0.2569
N 0.4659 -2.1174 -0.7455
N -0.2676 0.8021 1.0547
N 0.8862 0.5488 -3.1739
C -1.1545 -1.4173 1.6684
C -2.7297 -1.2218 1.5482
C -0.6593 4.7750 3.3154
C 0.4981 1.3059 0.0938
C 1.5794 -2.8955 -0.1344
C 0.9585 3.4926 2.3922
C -1.4225 4.7547 2.1513
C 0.2594 3.4104 1.1969
C -0.9571 4.0513 1.0540
C -0.1886 -0.4089 -3.4258
C 1.6805 0.2683 -1.9906
C -0.3706 -0.5044 0.8194
C 1.7414 3.2896 -0.7677
C 1.9888 -4.7491 -1.8682
C 2.5307 -3.4780 -1.1754
H 1.0166 -5.0181 -1.4633
H -3.3490 -2.7323 0.3365
H 1.5293 0.5521 -3.9558
H -4.2302 -2.5291 1.6754
H 0.1836 -1.3997 -3.7225
H -2.7893 -0.5799 -0.4172
H 1.9145 2.9915 2.4814
H -0.8258 -0.5091 -2.5531
H 2.1172 -0.7353 -2.0170
H 2.5087 0.9609 -1.9398
H -3.0275 0.2312 2.9594
H -2.9294 0.6547 0.6884
H -1.0221 5.3170 4.1772
H -3.0645 -1.3123 3.5574
H 3.4620 -3.7046 -0.6635
H -0.7803 -0.0481 -4.2609
H -0.8961 -2.4566 1.4988
H -2.3585 5.2897 2.1143
H 1.1318 -3.6903 0.4575
H -0.8607 -1.1767 2.6882
H -1.5231 4.0229 0.1344
H 1.9009 -4.6055 -2.9408
H 2.6700 -5.5775 -1.7047
H 0.5094 -2.1103 -1.7549
H 2.7447 -2.7001 -1.9079
H 2.1268 -2.2369 0.5390
```

charge	+1
structure (SMILES)	CCCNn1c(CC(N)(N)N)nc(N(c2cccnc2)C(F)(F)F)[n+]1CNC
HOMO energy	-12.28	eV
calculated total energy	-39023.13117	eV